A molecular structure, C25H36Ge2IrNO11P2 in a non-equilibrium geometry. Source: the OMol25 dataset; level of theory: ωB97M-V/def2-TZVPD.

The geometry in XYZ format:
```
78
Properties=species:S:1:pos:R:3:forces:R:3:lowdin_spin:R:1
Ir 0.377875 1.082121 0.453495 0.43 1.53 0.24 2.612
O 3.768577 2.859267 2.806588 -2.89 -0.94 -2.03 0.096
C 2.757440 2.551244 2.066820 5.89 3.96 2.35 0.014
O 2.085299 1.549352 2.271594 -3.01 -2.76 -0.76 0.341
C 2.452082 3.505081 0.953769 -0.49 -0.88 0.14 0.010
C 2.927598 4.796109 0.851358 0.00 0.23 -0.20 0.004
C 2.409087 5.603464 -0.157510 0.15 -0.13 0.22 -0.001
C 1.401832 5.113907 -0.969994 -0.27 -0.29 -0.17 0.004
C 0.995550 3.797255 -0.799396 -0.15 0.19 -0.33 0.008
N 1.557234 3.008201 0.103315 -0.26 0.04 -0.15 0.118
C -0.233310 3.193293 -1.463753 0.44 1.50 0.04 0.022
O -1.109774 3.950938 -1.852148 0.06 -0.52 0.00 0.036
O -0.249574 1.911550 -1.456769 -0.27 -0.97 0.54 0.254
H 3.658443 5.171768 1.554444 0.00 -0.21 0.06 0.002
H 2.760397 6.619963 -0.270539 -0.01 0.01 -0.01 0.000
H 0.905174 5.724776 -1.710632 -0.01 -0.01 0.01 0.001
C 3.176594 -1.483751 1.986288 -0.10 -0.05 -0.02 0.003
C 3.638238 -0.612826 0.822330 0.03 0.08 0.17 0.021
Ge 2.236511 -0.294055 -0.523660 1.04 -0.40 0.00 0.054
C 3.027527 0.675449 -2.042339 -0.06 0.27 -0.09 0.031
C 2.262475 0.642815 -3.360696 -0.04 -0.06 0.03 0.002
C 1.891184 -2.126806 -1.157158 -0.12 0.11 -0.13 0.125
C 0.834739 -2.841820 -0.908542 -0.05 0.01 0.03 0.413
Ge -0.715028 -1.170162 -0.085464 -0.25 -0.53 0.11 0.171
C -1.745964 -1.160732 -1.755410 -0.01 0.11 -0.11 0.044
C -1.010418 -1.466082 -3.052006 0.00 -0.05 0.02 0.002
C -0.833368 -2.195258 1.601622 0.08 0.06 0.11 0.091
C -2.206519 -2.818703 1.845280 -0.07 0.05 -0.13 0.021
C 0.374665 -4.208104 -0.972289 0.10 0.07 0.08 0.052
C -0.968845 -4.547137 -1.137019 -0.08 -0.08 -0.09 0.033
C -1.349866 -5.875905 -1.221870 -0.04 0.06 -0.01 -0.004
C -0.395509 -6.879733 -1.142687 0.03 0.00 0.00 0.037
C 0.945111 -6.554313 -0.972175 0.01 0.00 0.00 0.000
C 1.330940 -5.230857 -0.875055 0.01 -0.04 0.13 0.043
H 3.995252 -1.687941 2.677290 -0.01 0.04 -0.02 0.001
H 2.798084 -2.445320 1.631948 0.01 -0.03 -0.01 0.000
H 2.378634 -1.001127 2.552812 0.06 0.04 0.03 0.002
H 4.439146 -1.110451 0.265061 -0.09 -0.05 -0.09 0.001
H 4.066426 0.326164 1.174830 -0.14 0.03 0.00 0.001
H 4.016166 0.220987 -2.166525 -0.05 -0.08 0.10 0.002
H 3.213407 1.703911 -1.721550 -0.04 -0.04 0.01 0.001
H 2.114893 -0.381566 -3.707696 0.01 0.00 -0.01 0.000
H 2.811826 1.172802 -4.140128 0.00 0.00 0.02 0.001
H 1.281307 1.106912 -3.264842 -0.01 0.02 -0.02 0.000
H 2.687639 -2.545950 -1.785557 -0.05 0.07 -0.08 0.040
H -2.142623 -0.147380 -1.787997 0.01 0.02 -0.02 0.003
H -2.594057 -1.834089 -1.604436 0.01 0.02 0.12 0.004
H -0.177177 -0.781184 -3.200318 0.03 0.00 -0.02 0.000
H -1.696277 -1.340016 -3.890700 0.00 0.00 0.01 0.000
H -0.626556 -2.484809 -3.088404 0.00 0.01 -0.01 0.000
H -0.621253 -1.428332 2.350555 0.01 -0.03 0.04 0.008
H -0.029139 -2.928308 1.646707 -0.01 0.01 -0.06 0.001
H -3.016275 -2.107546 1.674697 0.00 -0.01 0.02 0.000
H -2.271445 -3.160603 2.879604 0.04 0.01 0.00 0.007
H -2.374268 -3.686570 1.208510 0.02 0.00 -0.04 0.001
H -1.721440 -3.775559 -1.214692 -0.01 0.03 0.01 0.002
H -2.394004 -6.126395 -1.352832 0.01 -0.01 0.00 -0.001
H -0.694913 -7.916954 -1.210162 0.00 0.00 0.00 0.002
H 1.689424 -7.336492 -0.906465 0.00 0.01 0.00 0.000
H 2.371628 -4.976142 -0.722216 0.00 0.02 0.00 0.002
C -3.354842 1.524694 3.283704 0.01 -0.02 -0.01 0.000
C -3.404345 2.155667 1.895797 -0.04 -0.01 -0.01 0.003
O -4.677472 2.765455 1.735536 0.08 -0.01 0.02 0.001
P -2.106973 3.416089 1.691958 -0.25 0.27 0.13 0.006
O -2.298279 4.298560 2.981754 0.07 -0.12 -0.08 0.003
O -2.562677 4.368910 0.520139 0.09 -0.13 -0.05 0.002
O -0.729213 2.869641 1.517478 0.19 -0.32 -0.11 0.051
P -3.245429 0.835842 0.626115 -0.30 0.16 0.13 0.012
O -3.279881 1.675731 -0.737543 0.02 0.00 -0.02 0.001
O -4.253635 -0.221440 0.712120 0.06 -0.02 -0.04 0.015
O -1.757094 0.348918 0.767790 0.23 -0.29 -0.07 0.166
H -3.562983 2.282752 4.035489 0.01 0.00 0.00 0.000
H -2.378694 1.078522 3.477922 0.00 0.01 0.01 0.000
H -4.117157 0.748256 3.336942 -0.01 0.01 0.01 0.000
H -4.651618 3.389885 0.998365 -0.03 -0.01 -0.03 0.000
H -1.774745 5.109333 3.024392 -0.02 0.03 0.01 0.000
H -2.196094 4.173118 -0.374722 -0.02 0.06 0.06 0.001
H -4.109670 1.561714 -1.220524 0.01 -0.02 -0.01 0.000
```
Positions in Å, forces in eV/Å.

frontier orbital gap (alpha / beta) = 8.26 / 5.40 eV
⟨S²⟩ = 8.779
total charge = +1
2S+1 = 6
HOMO (alpha / beta) = -11.31 / -11.94 eV
LUMO level (alpha / beta) = -3.05 / -6.54 eV
max |F| = 7.5 eV/Å

***

3 unconnected molecules or ions with the total composition C25H36N2O2S2 in a non-equilibrium geometry. Source: the OMol25 dataset; level of theory: ωB97M-V/def2-TZVPD.

The geometry in XYZ format:
```
67
Properties=species:S:1:pos:R:3:forces:R:3:nbo_charge:R:1
C -1.350807 -2.139074 -0.026475 -0.79 0.07 1.34 -0.429
N -0.461291 -1.851550 -1.173370 0.74 2.03 -0.51 -0.478
C -1.025077 -0.873682 -2.131764 -2.19 2.88 -3.01 0.120
C -2.500947 -0.281803 -2.031006 1.63 1.20 -2.63 -0.261
C -3.067794 0.719440 -3.103408 3.45 -1.33 -0.68 -0.222
C -2.230588 1.183624 -4.346055 0.69 -2.03 3.33 -0.022
C -2.939602 2.162396 -5.384571 0.38 -1.45 -1.56 -0.441
C -1.911318 2.811652 -6.470856 -1.79 0.55 0.97 -0.423
C -1.111535 3.987022 -5.710586 -0.23 -1.14 0.15 -0.229
N 0.358207 3.821150 -5.943880 -0.68 -0.06 0.23 -0.838
C -0.786810 0.637276 -4.437428 -2.03 -0.55 2.14 -0.296
C -0.223676 -0.346936 -3.388777 -2.40 0.49 1.28 -0.061
S 1.499796 -0.988996 -3.562938 -0.71 0.39 1.50 0.244
C 2.047625 -1.111226 -1.780173 -0.17 -0.13 2.43 -0.241
C 3.501776 -0.795692 -1.375355 -1.68 -0.86 2.74 -0.205
C 3.980164 -0.945459 0.103489 -4.34 -1.03 -0.93 -0.261
C 2.915679 -1.428080 1.128226 -0.34 0.68 -2.38 0.022
C 3.339728 -1.658624 2.671428 -0.67 -0.84 -1.03 -0.447
C 4.511185 -2.773325 2.835401 -0.52 -0.45 0.83 -0.426
C 4.532382 -3.869321 1.666128 0.72 -0.07 -0.51 -0.502
S 5.152613 -5.509361 2.379444 -0.39 -0.27 -0.35 -0.119
C 1.420505 -1.706465 0.717513 2.41 0.89 -2.18 -0.326
C 0.919809 -1.556914 -0.769965 4.28 0.51 1.84 0.294
H -1.448404 -1.185604 0.627196 0.06 -1.54 -0.85 0.202
H -2.411895 -2.456097 -0.325340 1.76 0.54 0.01 0.232
H -0.943194 -2.991204 0.631573 -0.41 1.37 -1.27 0.224
H -3.226243 -0.543602 -1.192887 1.35 0.25 -1.19 0.238
H -4.144077 1.122761 -3.030605 1.90 -0.85 0.11 0.221
H -3.651101 1.499022 -6.016604 0.95 0.95 1.16 0.222
H -3.606670 2.962750 -4.912124 1.23 -1.10 -0.38 0.225
H -1.250323 2.009505 -6.943190 -0.75 1.13 0.87 0.207
H -2.577693 3.225665 -7.323135 1.16 -0.55 1.33 0.212
H -1.533590 5.002144 -6.014792 0.87 -1.25 0.25 0.194
H -1.285736 3.871678 -4.572247 0.21 0.25 -1.84 0.196
H 0.692297 3.129952 -5.243042 -0.18 0.62 -1.00 0.362
H 0.470694 3.434519 -6.896433 0.21 0.24 0.95 0.349
H -0.131555 0.980005 -5.319615 -1.00 -0.80 1.71 0.232
H 4.292853 -0.444043 -2.126354 -1.67 -0.62 0.98 0.238
H 5.055924 -0.721165 0.450067 -1.98 -0.41 -0.80 0.237
H 2.405200 -2.135441 3.161881 1.45 1.01 -0.65 0.204
H 3.588420 -0.685622 3.226635 -0.36 -1.70 -1.18 0.279
H 5.546805 -2.303424 3.030296 -1.61 -0.74 -0.66 0.215
H 4.247162 -3.343005 3.809211 0.52 0.94 -1.47 0.219
H 3.514537 -4.103792 1.209469 1.42 0.78 0.58 0.238
H 5.326414 -3.580971 0.878525 -1.73 -0.35 1.03 0.225
H 4.677209 -6.526370 1.531677 0.27 1.51 0.53 0.142
H 0.748587 -2.053896 1.573810 1.00 0.62 -1.57 0.228
C 3.434086 0.493296 7.197288 0.35 -0.06 -0.21 -0.721
C 2.501569 0.370857 6.021726 0.27 -0.08 -0.62 0.607
C 1.024244 0.461684 6.296237 -0.13 -0.05 -0.40 -0.722
O 2.925694 0.204753 4.892547 -0.32 0.34 0.89 -0.561
H 4.466343 0.409162 6.850658 -0.15 0.01 0.02 0.237
H 3.303578 1.466410 7.675410 -0.10 -0.13 0.15 0.232
H 3.238353 -0.308873 7.912099 -0.08 0.17 0.11 0.232
H 0.786737 1.433425 6.734374 -0.02 -0.13 0.18 0.232
H 0.721516 -0.341813 6.971117 -0.01 0.17 0.14 0.232
H 0.474769 0.356879 5.358176 0.10 0.01 0.11 0.238
C -6.638987 1.087444 1.519282 -0.13 -0.40 0.05 -0.721
C -5.161915 0.807992 1.432497 0.29 -0.70 0.03 0.596
C -4.241297 1.987098 1.265785 0.35 -0.21 0.00 -0.723
O -4.728238 -0.328186 1.494136 -0.20 0.54 -0.08 -0.552
H -7.178984 0.145535 1.637675 0.10 0.12 -0.02 0.237
H -6.847302 1.721289 2.383846 -0.03 0.15 -0.16 0.231
H -6.979860 1.573415 0.602541 -0.01 0.17 0.14 0.231
H -4.343720 2.661129 2.119036 -0.10 0.13 -0.16 0.231
H -4.474035 2.513014 0.337302 -0.06 0.15 0.14 0.233
H -3.208193 1.635672 1.219276 -0.14 0.03 -0.01 0.239
```
Positions in Å, forces in eV/Å.

energy above the lowest of the compared OMol25 structures with the same formula, charge and spin = 924.7 kJ/mol
frontier orbital gap = 7.80 eV
total charge = 0
2S+1 = 1
HOMO = -7.30 eV
LUMO level = 0.50 eV
structure (SMILES) = CN1c2ccc(CCCN)cc2Sc2ccc(CCCS)cc21.CC(C)=O.CC(C)=O
max |F| = 4.7 eV/Å

***

A molecular structure, C25H36OPRuS5Te. Source: the OMol25 dataset; level of theory: ωB97M-V/def2-TZVPD.

The geometry in XYZ format:
```
70
Properties=species:S:1:pos:R:3:forces:R:3:lowdin_spin:R:1
Ru 0.423893 -2.474653 0.223826 0.19 0.13 -0.16 1.979
O 6.065819 -4.223707 3.279412 0.10 -0.07 0.03 0.059
C 5.075858 -4.050835 2.653806 -0.12 0.13 0.00 0.017
S 3.454752 -4.609000 3.179652 0.03 -0.08 0.04 0.062
C 2.582205 -3.990132 1.832485 0.03 -0.09 -0.04 0.206
C 3.321046 -3.311570 0.848683 -0.01 -0.10 0.01 0.204
S 2.643256 -2.646019 -0.563985 -0.10 0.05 0.14 0.206
S 5.018956 -3.156989 1.102589 0.05 -0.03 -0.02 0.056
S 0.895141 -4.243499 1.757634 0.15 0.15 0.00 0.239
Te -2.028650 -3.275882 0.508329 -0.16 -0.25 0.10 0.622
C -3.713412 -2.115762 0.303994 -0.09 -0.02 0.02 0.063
C -4.839590 -2.459637 1.023409 -0.04 0.12 -0.09 0.064
C -5.938228 -1.608466 0.770759 0.12 0.00 -0.03 0.006
C -5.641133 -0.646796 -0.150193 0.02 -0.06 0.03 0.070
S -4.034629 -0.763062 -0.706749 -0.06 0.04 0.00 0.005
H -4.870054 -3.294450 1.706116 0.01 -0.06 0.05 0.002
H -6.901199 -1.707795 1.242128 -0.09 0.00 0.04 -0.001
H -6.291690 0.117551 -0.536733 -0.06 0.08 -0.05 0.004
C 3.848248 2.541328 0.042753 0.00 0.04 0.01 0.000
C 3.781536 1.418931 1.070382 0.02 -0.01 0.04 0.000
C 2.354219 0.857244 1.155797 -0.03 -0.07 0.06 0.002
C 1.634438 0.936930 -0.207193 0.03 0.06 0.04 -0.003
C 2.662267 0.759323 -1.327427 -0.01 -0.11 -0.08 0.004
C 3.581048 1.988482 -1.365054 0.05 -0.02 -0.03 0.000
P 0.183623 -0.167003 -0.228354 -0.09 -0.09 -0.04 0.020
C -0.727299 0.045511 -1.802319 -0.13 -0.03 0.00 0.017
C -0.200976 -0.903138 -2.893978 0.03 -0.16 0.06 0.015
C -0.901263 -0.596601 -4.212806 -0.02 -0.04 0.00 0.001
C -0.534002 0.804804 -4.727773 -0.01 0.02 -0.06 0.001
C -0.112991 1.747390 -3.595753 0.04 0.05 -0.02 0.001
C -0.917208 1.490075 -2.326231 -0.02 -0.02 0.03 0.003
C -0.948410 0.393355 1.107557 -0.21 0.02 -0.10 0.004
C -0.629074 -0.198044 2.485855 0.13 -0.14 0.04 0.028
C -1.902332 -0.168204 3.341863 0.02 -0.09 0.05 0.003
C -2.746263 1.086372 3.064446 -0.04 0.03 0.02 0.001
C -1.867887 2.236495 2.586855 0.03 0.05 0.04 0.000
C -1.216456 1.905868 1.233312 0.00 -0.06 -0.02 -0.001
H 4.813662 3.044704 0.073585 0.02 -0.01 0.01 0.000
H 3.104282 3.300895 0.300918 -0.01 0.01 0.00 0.000
H 4.094048 1.766030 2.055444 0.01 0.01 0.00 0.000
H 4.479281 0.625957 0.788573 0.01 -0.01 -0.02 0.000
H 1.784880 1.411982 1.903546 -0.01 0.04 0.00 0.000
H 2.387497 -0.185477 1.498205 -0.01 0.06 -0.01 0.001
H 1.195842 1.935971 -0.325437 0.04 0.00 0.03 -0.001
H 2.193717 0.618103 -2.300688 0.05 -0.01 0.07 0.000
H 3.245989 -0.142814 -1.131788 -0.04 0.10 -0.01 0.004
H 3.139691 2.763574 -1.995055 -0.02 0.02 0.00 0.000
H 4.522849 1.704181 -1.837197 0.01 0.01 -0.01 0.000
H -1.712758 -0.345161 -1.522425 0.13 0.07 -0.06 0.001
H -0.393976 -1.942338 -2.589366 0.04 0.10 -0.03 0.011
H 0.881861 -0.815487 -3.017236 -0.01 0.01 -0.01 0.000
H -1.980955 -0.671323 -4.052382 -0.02 0.01 0.01 0.000
H -0.651675 -1.352532 -4.956831 0.00 -0.01 -0.01 0.000
H -1.387794 1.230700 -5.258222 0.00 -0.01 0.00 0.000
H 0.273664 0.732649 -5.457825 0.01 0.01 0.01 0.000
H -0.239547 2.784663 -3.906729 -0.01 0.02 0.00 0.000
H 0.952010 1.629667 -3.382417 -0.05 0.02 -0.03 0.000
H -1.978537 1.634820 -2.546839 -0.02 0.00 0.00 0.000
H -0.672208 2.230601 -1.565956 0.04 0.03 0.05 0.000
H -1.890206 -0.079898 0.792006 0.14 0.06 0.03 0.001
H 0.169669 0.378453 2.958295 -0.04 -0.03 0.00 0.001
H -0.250441 -1.234801 2.423492 -0.06 0.17 -0.02 0.018
H -1.629695 -0.218093 4.397060 0.02 0.01 0.00 0.000
H -2.497717 -1.062206 3.133707 0.00 0.00 0.01 0.004
H -3.296198 1.371482 3.961157 -0.01 0.00 0.00 0.000
H -3.500960 0.872959 2.301295 -0.01 -0.01 -0.04 0.000
H -1.097090 2.439591 3.335740 0.00 -0.03 -0.01 0.000
H -2.448031 3.154826 2.495205 0.00 0.01 0.00 0.000
H -0.295530 2.479579 1.125207 0.07 0.03 0.00 0.000
H -1.879171 2.220335 0.425833 -0.02 -0.01 -0.06 0.000
```
Positions in Å, forces in eV/Å.

frontier orbital gap (alpha / beta) = 7.24 / 6.08 eV
⟨S²⟩ = 6.036
total charge = +1
2S+1 = 5
HOMO (alpha / beta) = -10.68 / -11.64 eV
LUMO level (alpha / beta) = -3.44 / -5.56 eV
max |F| = 0.3 eV/Å

***

Q: The highest max |F| belongs to which entry?
A: C25H36Ge2IrNO11P2

***

Q: Which of these has the lowest total charge?
A: C25H36N2O2S2